The following is a DFT calculation (wB97M-V/def2-TZVPD) of a structure of composition C17H27AlBBrCl4FMg2NO18PS in a non-equilibrium geometry.

```
75
Properties=species:S:1:pos:R:3
C 0.945 -3.506 -0.725
C -0.227 -3.100 -1.632
C -0.241 -1.732 -2.256
N -0.716 -0.600 -1.430
C -2.024 -0.819 -0.781
C -3.127 -1.189 -1.777
C -3.935 -2.369 -1.230
S 0.336 -0.084 -0.323
O 0.129 1.323 -0.087
O 0.233 -0.774 0.875
F 1.736 -0.210 -0.845
H 1.296 -4.475 -1.043
H 0.600 -3.538 0.285
H 1.784 -2.837 -0.825
H -1.132 -3.360 -1.096
H -0.179 -3.781 -2.531
H 0.771 -1.524 -2.526
H -0.832 -1.748 -3.306
H -1.972 -1.538 0.025
H -2.307 0.119 -0.317
H -3.809 -0.360 -1.847
H -2.770 -1.368 -2.779
H -4.708 -2.013 -0.571
H -3.333 -3.042 -0.631
H -4.358 -2.975 -2.013
B 4.432 -1.408 3.192
O 4.815 -0.149 2.521
C 6.111 0.137 2.689
O 6.689 1.064 2.250
C 6.752 -0.962 3.560
O 7.858 -1.022 3.926
O 5.750 -1.950 3.858
O 3.426 -1.185 4.208
C 2.342 -1.939 3.915
O 1.342 -1.978 4.540
C 2.655 -2.712 2.632
O 1.950 -3.465 2.056
O 3.899 -2.375 2.245
Al -1.259 2.564 0.849
C 2.404 3.334 1.695
C 2.868 4.282 2.791
O 4.147 3.912 3.280
H 2.367 2.310 2.070
H 1.409 3.613 1.334
H 3.096 3.343 0.851
H 2.182 4.254 3.637
H 2.910 5.311 2.417
H 4.770 3.941 2.548
Br 6.817 -2.875 2.295
Cl -0.451 -0.488 -4.365
Mg -0.992 -3.685 -4.028
O -2.002 -5.277 -7.963
P -1.562 -3.931 -7.411
O -0.101 -3.949 -7.045
O -2.395 -3.554 -6.154
O -1.805 -2.830 -8.562
C -0.089 0.442 -8.687
Cl 0.515 2.032 -8.192
Cl 1.026 -0.302 -9.843
Cl -0.347 -0.591 -7.301
H -1.035 0.590 -9.188
Mg -3.312 -2.886 -9.587
C -4.326 4.234 6.400
C -3.629 3.800 5.137
C -3.073 4.925 4.298
O -3.064 4.324 2.986
C -4.067 3.409 2.964
O -4.449 2.878 1.973
O -4.551 3.191 4.199
H -4.925 3.419 6.802
H -3.600 4.541 7.152
H -5.003 5.066 6.210
H -2.859 3.059 5.369
H -2.074 5.232 4.598
H -3.722 5.801 4.264
```

Net charge ... +1
LUMO level ... -6.87 eV

Löwdin atomic charge list, values in e, 5 entries:
1 C -0.048
2 C -0.233
3 C -0.481
4 N -0.188
5 C -0.188

The following is a DFT calculation (wB97M-V/def2-TZVPD) of the ion C6H9IN3 with charge +1 in a non-equilibrium geometry.

```
19
Properties=species:S:1:pos:R:3
C -0.974 0.703 0.180
C -0.132 1.413 -0.362
C 0.550 -0.782 0.153
C -1.077 -2.998 -0.059
C 1.388 3.216 -0.124
C -1.686 -1.733 0.589
N 1.626 -0.445 -0.212
N -0.680 -0.660 0.503
N 0.588 2.263 -0.935
I 3.411 -0.194 0.499
H -0.226 -3.311 0.405
H -1.858 -3.789 0.144
H -1.039 -2.821 -1.094
H 2.317 2.746 -0.174
H 1.255 4.169 -0.568
H 0.817 3.189 0.893
H -2.709 -1.420 0.337
H -1.936 -2.086 1.670
H 0.365 2.540 -1.845
```

Net charge ... +1
Energy above the lowest of the compared OMol25 structures with the same formula, charge and spin ... 5.559 eV
LUMO level ... -4.77 eV
SMILES ... CC[N+](=C=NI)C#CNC

Löwdin atomic charge list, values in e, 5 entries:
1 C 0.059
2 C -0.179
3 C -0.221
4 C -0.057
5 C 0.007

The following is a DFT calculation (wB97M-V/def2-TZVPD) of a cluster of 2 separate species, C7H8N2OS in total in a non-equilibrium geometry.

```
19
Properties=species:S:1:pos:R:3
C 0.603 1.370 0.940
C -0.699 1.037 0.658
C 1.502 0.460 1.476
C -1.193 -0.102 1.267
C -0.552 0.781 -3.324
C 1.027 -0.750 1.965
C -0.327 -0.963 1.991
N 0.047 -0.295 -3.361
N -0.161 -1.194 -2.429
O -0.189 -2.794 -0.515
S 0.541 -1.680 -1.115
H 1.001 2.342 0.569
H -1.390 1.772 0.371
H 2.554 0.711 1.656
H -2.177 -0.236 1.318
H -1.034 1.166 -2.403
H -0.541 1.545 -4.147
H 1.722 -1.403 2.631
H -0.735 -1.767 2.451
```

Net charge ... 0
Energy above the lowest of the compared OMol25 structures with the same formula, charge and spin ... 3.703 eV
LUMO level ... -0.37 eV

Löwdin atomic charge list, values in e, 5 entries:
1 C -0.115
2 C -0.120
3 C -0.121
4 C -0.075
5 C -0.071

The following is a DFT calculation (wB97M-V/def2-TZVPD) of a cluster of 3 separate species, C4H15N2O2 in total in a non-equilibrium geometry.

```
23
Properties=species:S:1:pos:R:3
C -1.012 -0.543 -1.098
C -0.305 -1.038 0.183
C 0.443 0.092 0.800
C 1.797 0.015 0.962
N -0.242 1.317 1.488
N -2.167 0.312 -0.771
H -0.216 -0.084 -1.872
H -1.228 -1.464 -1.480
H -0.047 -2.032 0.053
H -1.172 -1.303 0.946
H 2.353 -0.824 0.676
H 2.433 0.932 1.168
H -1.325 1.225 1.347
H -0.040 2.149 1.071
H -0.050 1.259 2.565
H -3.036 -0.193 -0.673
H -2.174 1.079 -1.251
H 0.881 4.182 0.203
H 1.753 2.845 -0.401
O 1.010 3.149 0.160
H 0.560 -3.679 -2.219
H 0.328 -4.355 -0.924
O 0.528 -3.437 -1.325
```

Net charge ... +1
Energy above the lowest of the compared OMol25 structures with the same formula, charge and spin ... 3.771 eV
LUMO level ... -3.01 eV

Löwdin atomic charge list, values in e, 5 entries:
1 C -0.235
2 C -0.179
3 C -0.254
4 C 0.103
5 N 0.209

The following is a DFT calculation (wB97M-V/def2-TZVPD) of a structure of composition C40H34N2OP2W in a non-equilibrium geometry.

```
80
Properties=species:S:1:pos:R:3
W -0.749 0.292 -0.646
C -4.557 2.390 -1.592
C -5.361 1.344 -2.026
C -4.860 0.054 -2.049
C -3.547 -0.185 -1.642
C -2.724 0.852 -1.191
C -3.258 2.140 -1.168
C -2.929 -1.511 -1.646
C -3.641 -2.654 -2.038
C -3.042 -3.874 -2.035
C -1.697 -3.995 -1.634
C -1.048 -5.249 -1.603
C 0.253 -5.349 -1.203
C 0.945 -4.186 -0.826
C 0.333 -2.960 -0.851
C -1.004 -2.824 -1.254
N -1.633 -1.577 -1.254
H -4.947 3.399 -1.575
H -6.375 1.536 -2.347
H -5.500 -0.746 -2.394
H -2.649 2.966 -0.815
H -4.671 -2.557 -2.343
H -3.587 -4.762 -2.335
H -1.607 -6.125 -1.905
H 0.748 -6.310 -1.178
H 1.978 -4.254 -0.509
H 0.883 -2.083 -0.555
N 1.602 0.749 1.536
P 1.932 0.262 -0.070
C 2.693 1.708 -0.868
C 3.310 1.545 -2.107
C 3.839 2.641 -2.770
C 3.753 3.907 -2.205
C 3.141 4.074 -0.972
C 2.609 2.979 -0.305
C 3.272 -0.946 0.018
C 3.423 -1.827 -1.054
C 4.496 -2.704 -1.086
C 5.413 -2.716 -0.043
C 5.265 -1.841 1.024
C 4.203 -0.951 1.053
P 0.003 1.279 1.502
C -0.305 2.324 2.896
C -0.665 3.659 2.716
C -0.869 4.458 3.829
C -0.715 3.925 5.102
C -0.360 2.592 5.278
C -0.157 1.781 4.176
C -0.960 -0.237 1.749
C -2.355 -0.069 1.656
C -3.193 -1.167 1.795
C -2.658 -2.423 2.043
C -1.285 -2.595 2.162
C -0.436 -1.512 2.018
H 2.286 1.150 2.168
H 3.397 0.560 -2.552
H 4.328 2.506 -3.726
H 4.173 4.760 -2.721
H 3.085 5.056 -0.521
H 2.142 3.128 0.662
H 2.713 -1.821 -1.873
H 4.617 -3.376 -1.925
H 6.247 -3.405 -0.066
H 5.986 -1.845 1.831
H 4.117 -0.262 1.884
H -0.784 4.067 1.719
H -1.149 5.495 3.705
H -0.876 4.553 5.969
H -0.248 2.185 6.274
H 0.107 0.738 4.304
H -2.776 0.921 1.540
H -4.265 -1.033 1.733
H -3.316 -3.274 2.166
H -0.877 -3.577 2.364
H 0.637 -1.643 2.100
C -0.054 2.543 -2.754
O -0.163 1.554 -1.739
H 0.863 2.369 -3.312
H -0.018 3.524 -2.286
H -0.924 2.461 -3.404
```

Net charge ... +2
LUMO level (alpha / beta) ... -6.65 / -6.65 eV

Löwdin atomic charge list, values in e, 5 entries:
1 W 1.437
2 C -0.050
3 C -0.045
4 C -0.005
5 C -0.206

The following is a DFT calculation (wB97M-V/def2-TZVPD) of the ion C6H9N2 with charge +1 in a non-equilibrium geometry.

```
17
Properties=species:S:1:pos:R:3
C 0.441 1.693 -0.452
C 0.969 0.626 -1.311
C -0.250 1.098 0.623
C 0.583 -0.583 -0.810
C -1.159 1.651 1.635
C 0.627 -1.945 -1.316
N -0.774 -1.113 1.269
N -0.190 -0.260 0.492
H 0.514 2.778 -0.663
H 1.488 0.551 -2.243
H -0.622 2.376 2.252
H -1.637 1.031 2.395
H -2.019 2.264 1.303
H 0.316 -2.606 -0.467
H 1.441 -2.456 -2.014
H -0.224 -2.053 -1.963
H -0.651 -2.134 1.071
```

Net charge ... +1
Energy above the lowest of the compared OMol25 structures with the same formula, charge and spin ... 4.791 eV
LUMO level (alpha / beta) ... -6.42 / -7.06 eV
SMILES ... CC1=CC=C(C)[N+]1=N

Löwdin atomic charge list, values in e, 5 entries:
1 C 0.128
2 C 0.030
3 C -0.228
4 C -0.162
5 C -0.020

The following is a DFT calculation (wB97M-V/def2-TZVPD) of a cluster of 12 separate species, C106H87Cl2N5O12 in total in a non-equilibrium geometry.

```
212
Properties=species:S:1:pos:R:3
Cl 8.690 7.058 21.238
C 8.698 8.803 20.953
C 10.138 9.297 21.033
Cl 11.175 8.841 19.641
H 8.197 9.266 21.803
H 8.178 9.062 20.031
H 10.589 8.954 21.964
H 10.077 10.384 21.080
C 17.194 4.589 8.830
C 15.691 4.197 8.601
C 14.611 4.732 9.615
C 15.037 4.679 11.023
N 15.373 4.605 12.099
H 17.585 4.282 9.800
H 17.277 5.663 8.661
H 17.847 3.994 8.192
H 15.716 3.125 8.406
H 15.243 4.382 7.625
H 13.706 4.133 9.518
H 14.451 5.777 9.348
C 8.077 0.346 8.406
C 8.277 0.871 9.892
C 8.105 2.311 10.140
C 8.971 3.195 9.323
N 9.675 3.917 8.775
H 8.869 0.831 7.836
H 7.051 0.328 8.037
H 8.314 -0.718 8.426
H 9.278 0.497 10.104
H 7.643 0.423 10.658
H 8.195 2.709 11.151
H 7.055 2.461 9.890
C 4.864 9.297 19.656
C 5.086 8.086 18.700
C 4.050 6.956 18.605
C 4.421 5.818 17.759
N 4.678 4.955 17.071
H 3.930 9.773 19.358
H 5.609 10.084 19.765
H 4.724 8.985 20.692
H 5.961 7.652 19.184
H 5.503 8.355 17.729
H 3.145 7.388 18.179
H 3.839 6.478 19.562
C 9.620 3.225 21.825
C 10.180 3.422 20.434
C 11.641 2.922 20.181
C 12.652 3.525 21.062
N 13.473 4.008 21.676
H 10.325 3.710 22.499
H 9.465 2.173 22.065
H 8.643 3.685 21.972
H 10.018 4.481 20.231
H 9.634 2.809 19.717
H 11.824 3.303 19.177
H 11.854 1.863 20.033
C 17.615 3.936 18.444
C 17.668 5.190 17.455
C 18.844 6.120 17.742
C 18.714 6.901 19.075
N 18.650 7.527 20.057
H 18.677 3.722 18.569
H 17.210 3.031 17.992
H 17.136 4.313 19.348
H 16.768 5.803 17.514
H 17.846 4.733 16.481
H 18.977 6.831 16.926
H 19.732 5.535 17.983
C 7.112 6.077 13.408
C 6.599 6.577 14.582
C 7.444 6.563 15.710
C 8.795 6.080 15.523
C 9.272 5.638 14.302
C 8.411 5.685 13.164
C 10.735 5.246 14.037
O 11.025 4.772 12.921
C 11.708 5.379 15.186
C 13.041 5.041 15.028
C 13.897 5.014 16.104
C 13.445 5.366 17.405
C 12.124 5.832 17.619
C 11.218 5.755 16.495
C 9.712 6.090 16.712
O 9.203 6.327 17.820
H 6.540 6.057 12.493
H 5.619 7.025 14.641
H 7.015 7.001 16.600
H 8.638 5.369 12.157
H 13.392 4.571 14.121
H 14.872 4.584 15.930
H 14.054 5.279 18.292
H 11.735 6.165 18.569
C 12.127 8.779 10.417
C 12.333 7.777 11.398
C 12.414 8.146 12.751
C 12.288 9.534 13.137
C 12.078 10.509 12.152
C 11.904 10.114 10.802
C 12.057 12.010 12.521
O 12.174 12.878 11.687
C 11.959 12.321 13.969
C 11.660 13.640 14.443
C 11.720 13.968 15.776
C 11.840 12.897 16.702
C 11.971 11.570 16.337
C 12.127 11.343 14.998
C 12.275 9.889 14.570
O 12.323 8.961 15.413
H 11.964 8.609 9.363
H 12.402 6.721 11.184
H 12.618 7.390 13.495
H 11.728 10.835 10.017
H 11.471 14.477 13.786
H 11.607 15.000 16.071
H 12.040 13.231 17.709
H 12.171 10.873 17.138
C 1.711 13.935 15.318
C 1.735 12.765 14.548
C 2.785 11.832 14.544
C 3.824 11.986 15.487
C 3.807 13.153 16.258
C 2.741 14.128 16.247
C 4.957 13.506 17.156
O 5.093 14.628 17.606
C 6.153 12.566 17.084
C 7.316 12.904 17.758
C 8.371 12.041 17.834
C 8.383 10.805 17.152
C 7.199 10.390 16.445
C 6.138 11.309 16.418
C 4.949 10.989 15.621
O 4.904 9.885 15.058
H 0.799 14.506 15.220
H 0.915 12.613 13.861
H 2.701 11.005 13.856
H 2.869 14.975 16.905
H 7.365 13.843 18.288
H 9.295 12.315 18.321
H 9.299 10.234 17.185
H 7.101 9.449 15.923
C 11.679 0.288 11.015
C 11.340 1.452 11.698
C 11.193 1.352 13.071
C 11.404 0.173 13.791
C 11.649 -0.988 13.032
C 11.840 -0.904 11.690
C 11.874 -2.319 13.726
O 11.921 -3.307 13.056
C 11.720 -2.377 15.259
C 11.747 -3.635 15.904
C 11.706 -3.676 17.314
C 11.509 -2.527 18.042
C 11.382 -1.260 17.393
C 11.482 -1.218 16.011
C 11.227 0.124 15.330
O 11.007 1.136 15.991
H 11.659 0.287 9.935
H 11.425 2.393 11.175
H 11.078 2.317 13.542
H 12.211 -1.777 11.174
H 11.983 -4.530 15.348
H 11.773 -4.693 17.672
H 11.569 -2.582 19.119
H 11.204 -0.401 18.022
C 3.995 4.597 7.555
C 3.479 5.377 6.592
C 2.926 6.548 6.978
C 2.829 6.969 8.327
C 3.397 6.127 9.298
C 3.973 4.930 8.923
C 3.230 6.515 10.726
O 3.670 5.896 11.707
C 2.230 7.648 11.018
C 1.948 7.913 12.382
C 0.960 8.828 12.753
C 0.386 9.629 11.755
C 0.592 9.327 10.371
C 1.604 8.433 10.042
C 2.062 8.252 8.656
O 1.782 8.985 7.708
H 4.501 3.678 7.301
H 3.582 5.077 5.559
H 2.407 7.001 6.146
H 4.401 4.350 9.728
H 2.270 7.275 13.192
H 0.667 8.816 13.792
H -0.429 10.323 11.898
H 0.188 9.883 9.538
C 7.723 8.456 10.906
C 8.315 9.045 12.041
C 7.883 10.250 12.523
C 6.918 10.961 11.772
C 6.384 10.420 10.611
C 6.812 9.175 10.253
C 5.375 11.175 9.869
O 4.811 10.849 8.818
C 4.722 12.292 10.685
C 3.475 12.812 10.202
C 2.718 13.720 10.981
C 3.287 14.203 12.098
C 4.525 13.757 12.579
C 5.243 12.844 11.852
C 6.489 12.301 12.392
O 6.904 12.798 13.416
H 8.043 7.453 10.666
H 8.988 8.458 12.648
H 8.168 10.470 13.542
H 6.421 8.735 9.348
H 3.091 12.566 9.223
H 1.937 14.278 10.486
H 2.876 15.028 12.660
H 4.827 14.320 13.450
```

Net charge ... 0
LUMO level ... -1.22 eV
SMILES ... O=C1c2ccccc2C(=O)c2ccccc21.O=C1c2ccccc2C(=O)c2ccccc21.O=C1c2ccccc2C(=O)c2ccccc21.O=C1c2ccccc2C(=O)c2ccccc21.O=C1c2ccccc2C(=O)c2ccccc21.O=C1c2ccccc2C(=O)c2ccccc21.CCCC#N.CCCC#N.CCCC#N.CCCC#N.CCCC#N.ClCCCl

Löwdin atomic charge list, values in e, 5 entries:
1 Cl 0.580
2 C -0.657
3 C -0.654
4 Cl 0.567
5 H 0.073

The following is a DFT calculation (wB97M-V/def2-TZVPD) of the molecule C5H4N2O in a non-equilibrium geometry.

```
12
Properties=species:S:1:pos:R:3
C 0.403 0.117 1.166
C -0.258 0.227 -0.159
C 0.408 0.226 -1.307
C 1.703 -0.324 -1.198
C -1.642 0.452 -0.161
H -0.412 -0.218 3.024
H 1.316 -0.464 1.026
H 0.558 1.175 1.574
H 0.068 0.375 -2.353
N 2.742 -0.900 -1.094
N -2.774 0.696 -0.343
O -0.624 -0.454 2.094
```

Net charge ... 0
Energy above the lowest of the compared OMol25 structures with the same formula, charge and spin ... 1.677 eV
LUMO level ... -1.04 eV
SMILES ... N#C/C=C(/C#N)CO

Löwdin atomic charge list, values in e, 5 entries:
1 C -0.143
2 C -0.248
3 C -0.020
4 C -0.221
5 C -0.163

The following is a DFT calculation (wB97M-V/def2-TZVPD) of the molecule C3H5NOS in a non-equilibrium geometry.

```
11
Properties=species:S:1:pos:R:3
C -0.329 -0.017 -0.656
C 0.476 0.518 0.304
C 0.555 -0.190 1.551
H -0.736 -0.488 -2.620
H 0.250 0.685 -2.364
H -0.944 -0.915 -0.424
H 1.236 1.297 0.050
H -1.289 -0.193 1.590
N -0.560 0.334 -1.924
O -0.627 -0.735 2.013
S 1.969 -0.297 2.481
```

Net charge ... 0
Energy above the lowest of the compared OMol25 structures with the same formula, charge and spin ... 1.728 eV
LUMO level ... 0.04 eV
SMILES ... N/C=C/C(O)=S

Löwdin atomic charge list, values in e, 5 entries:
1 C -0.227
2 C -0.138
3 C -0.859
4 H 0.155
5 H 0.075